1.
DFT (ωB97M-V/def2-TZVPD) results for an isolated ion of composition C8H14BrN2 and charge +1 at a distorted geometry.

The geometry in XYZ format:
```
25
Properties=species:S:1:pos:R:3:forces:R:3
C -1.614 -0.673 0.806 2.8 -3.8 1.8
C -0.740 0.414 0.260 -0.9 1.1 -1.0
C -1.773 1.484 -0.231 0.7 -1.5 -0.2
C 0.078 1.102 1.338 -0.5 2.8 -0.4
C 0.107 -0.152 -0.967 -2.0 -1.9 1.7
N 1.328 0.560 -1.124 1.3 1.7 0.1
C 2.496 0.183 -0.645 -1.4 -0.2 -0.6
N 2.496 -0.858 0.229 2.6 2.0 -0.4
C 1.565 -1.668 0.261 -2.5 -4.2 -0.1
C 0.419 -1.735 -0.735 2.4 4.4 -2.7
Br 0.943 -2.195 -2.644 0.0 -0.6 1.4
H -2.339 -0.365 1.516 -1.1 0.6 0.0
H -0.911 -1.281 1.525 -1.0 0.7 -0.9
H -1.914 -1.526 0.135 -0.6 1.6 0.4
H -2.249 1.836 0.673 -0.2 0.5 -0.1
H -1.302 2.278 -0.804 -0.3 0.2 -0.1
H -2.499 0.890 -0.796 -0.1 0.7 -0.3
H -0.585 1.478 2.146 0.2 -0.6 -0.4
H 0.428 2.112 0.897 0.0 -1.6 0.7
H 0.874 0.583 1.815 0.7 -0.6 0.1
H -0.511 -0.034 -1.894 0.7 -0.2 0.7
H 1.165 1.540 -1.384 0.7 -0.5 -0.4
H 3.433 0.685 -0.948 -0.7 -0.2 0.5
H 1.577 -2.475 1.025 0.0 0.8 -0.1
H -0.472 -2.185 -0.454 -0.8 -1.4 0.3
```
Positions in Å, forces in eV/Å.

Its maximum force is 5.67 eV/A. Its total charge is +1. The value obtained for the lowest unoccupied orbital energy is -5.69 eV. The calculation puts the energy above the lowest of the compared OMol25 structures with the same formula, charge and spin at 146.34 kJ/mol.

=====

2.
DFT (ωB97M-V/def2-TZVPD) results for an isolated ion of composition C2H3N2O5 and charge -1 at a distorted geometry.

The geometry in XYZ format:
```
12
Properties=species:S:1:pos:R:3:forces:R:3
C -0.523 0.206 -2.006 2.3 -0.2 1.3
O -0.941 0.863 -0.828 -0.5 0.4 1.2
N -0.244 0.321 0.294 -0.1 -0.2 -0.6
C -0.666 0.409 1.535 -0.6 0.2 -2.0
O -1.615 0.819 2.164 -0.2 0.2 0.5
O 0.405 -0.274 2.268 -0.6 1.2 0.4
N 1.303 -0.655 1.303 0.5 -2.9 1.0
O 2.200 0.040 1.014 1.9 2.1 -0.2
O 1.247 -1.835 1.069 -0.2 -1.0 -0.5
H -0.346 1.018 -2.736 -0.2 -0.7 0.0
H -1.276 -0.504 -2.267 -0.6 -0.5 -0.7
H 0.458 -0.408 -1.810 -1.6 1.3 -0.4
```
Positions in Å, forces in eV/Å.

Its maximum force is 3.16 eV/A. Its total charge is -1. The value obtained for the lowest unoccupied orbital energy is 4.01 eV. The calculation puts the energy above the lowest of the compared OMol25 structures with the same formula, charge and spin at 150.92 kJ/mol.

=====

3.
DFT (ωB97M-V/def2-TZVPD) results for an isolated ion of composition C5H7BrNO and charge +1 at a distorted geometry.

The geometry in XYZ format:
```
15
Properties=species:S:1:pos:R:3:forces:R:3
O 1.825 1.738 -1.238 0.8 -0.2 0.4
N 1.131 1.003 -0.549 -1.6 1.5 -2.6
C 1.408 0.679 0.693 -4.9 -3.7 3.1
C 0.172 -0.216 1.479 4.1 1.4 -3.4
Br 0.335 -0.664 3.204 0.3 0.4 0.5
C -0.944 -0.884 0.695 0.3 1.7 3.4
C -0.654 -0.693 -0.750 -2.4 0.3 -1.4
C -0.178 0.643 -1.253 -0.9 -0.8 0.6
H 2.338 0.935 1.148 0.2 0.3 0.3
H -1.035 -1.927 1.152 0.0 1.2 -1.1
H -1.793 -0.292 1.225 0.5 -0.8 -1.4
H 0.060 -1.412 -0.993 1.0 -1.5 -0.8
H -1.558 -0.794 -1.396 0.5 -0.8 0.7
H -0.109 0.523 -2.386 0.9 0.7 1.7
H -0.999 1.361 -1.031 1.1 0.2 0.0
```
Positions in Å, forces in eV/Å.

Its maximum force is 6.88 eV/A. Its total charge is +1. The value obtained for the lowest unoccupied orbital energy (spin up / spin down) is -6.75 / -6.75 eV. The calculation puts the energy above the lowest of the compared OMol25 structures with the same formula, charge and spin at 381.16 kJ/mol.

=====

4.
DFT (ωB97M-V/def2-TZVPD) results for a 2-piece molecular cluster, C6H14O overall at a distorted geometry.

The geometry in XYZ format:
```
21
Properties=species:S:1:pos:R:3:forces:R:3
C -2.660 0.360 0.109 -1.3 -0.6 -3.1
C -1.701 -0.592 0.089 -2.5 2.5 -0.8
C -1.480 -0.972 1.498 1.7 -2.1 1.4
C -0.020 -1.524 1.568 3.3 2.5 -0.2
C -0.903 -0.977 -1.177 -2.1 0.9 -0.6
C -0.205 0.218 -1.815 -1.4 0.8 -0.4
H -3.291 0.605 0.922 0.3 0.0 1.6
H -3.277 0.737 -0.730 1.3 -0.1 -0.5
H -2.150 -1.854 1.894 1.0 1.7 -0.9
H -1.709 -0.034 2.098 0.7 -1.7 -0.3
H 0.594 -1.152 2.459 -1.2 -1.4 -0.6
H 0.806 -1.116 0.756 -2.5 -0.3 1.4
H 0.060 -2.571 1.309 -0.2 -0.4 0.8
H -1.553 -1.394 -1.998 0.1 0.3 1.1
H -0.244 -1.749 -0.933 1.2 -1.1 0.2
H 0.424 0.009 -2.628 0.1 -1.2 -2.0
H 0.583 0.633 -1.295 1.3 1.1 2.5
H -0.861 1.075 -2.112 0.2 -1.0 0.3
O 5.296 2.712 -0.237 -3.0 -1.7 0.2
H 5.639 3.400 0.268 1.7 2.1 1.1
H 4.429 2.633 0.268 1.3 -0.4 -1.3
```
Positions in Å, forces in eV/Å.

Its maximum force is 4.16 eV/A. Its total charge is 0. The value obtained for the lowest unoccupied orbital energy is 0.71 eV. The calculation puts the energy above the lowest of the compared OMol25 structures with the same formula, charge and spin at 316.59 kJ/mol.

=====

5.
DFT (ωB97M-V/def2-TZVPD) results for C26H55AgN7OSSi4Te as an isolated structure at a distorted geometry.

The geometry in XYZ format:
```
96
Properties=species:S:1:pos:R:3:forces:R:3
Ag 0.882 0.031 1.773 -0.4 0.1 0.0
O 0.979 -0.944 4.406 0.0 -0.2 -0.5
N 2.066 -0.553 4.979 0.1 0.5 0.3
C 2.026 -0.476 6.356 0.1 -0.5 -1.0
C 3.106 -0.092 7.091 -0.2 0.0 0.4
C 4.255 0.285 6.404 0.2 0.2 0.5
C 4.284 0.266 5.045 -0.3 -0.1 -0.7
C 3.189 -0.158 4.252 -0.3 0.0 0.3
S 3.230 -0.151 2.517 0.2 -0.1 0.8
H 1.080 -0.851 6.726 0.1 0.2 0.1
H 3.042 -0.091 8.177 0.0 0.0 -0.3
H 5.123 0.623 6.945 0.2 0.0 0.1
H 5.170 0.602 4.532 0.0 0.0 -0.2
C -3.359 -3.559 3.249 -0.3 1.1 0.7
N -1.922 -3.694 3.207 0.1 0.3 -0.3
C -1.472 -5.051 2.988 0.6 -0.1 0.3
C -0.058 -4.867 2.494 0.1 0.4 0.0
N -0.173 -3.600 1.784 -0.6 -0.9 0.4
C 1.035 -3.047 1.285 0.8 0.0 0.2
C -1.137 -2.813 2.411 0.1 -0.7 0.0
N -1.208 -1.564 2.231 -0.2 0.1 0.2
C -2.136 -0.736 2.972 -0.4 0.0 -0.2
C -2.294 0.618 2.306 0.1 0.0 0.3
N -1.153 1.455 2.593 0.1 0.2 0.0
C -1.098 2.682 2.234 -0.3 -0.5 0.3
N -0.053 3.492 2.643 1.2 0.3 -0.1
C 1.186 2.897 3.115 -0.4 -0.5 0.6
C 0.103 4.576 1.691 -0.3 0.0 -0.4
C -1.370 4.807 1.334 0.1 -0.3 -0.4
N -1.937 3.465 1.476 0.4 0.8 -0.3
C -3.335 3.285 1.211 -0.2 -0.4 0.2
H -3.814 -4.475 3.614 0.1 -0.1 0.0
H -3.801 -3.276 2.296 0.0 -0.2 -0.4
H -3.639 -2.749 3.939 0.0 -0.4 0.0
H -2.048 -5.579 2.233 -0.4 -0.1 -0.2
H -1.487 -5.602 3.926 -0.2 -0.2 0.1
H 0.266 -5.691 1.847 0.0 0.3 0.0
H 0.651 -4.753 3.333 -0.1 -0.2 -0.1
H 1.389 -3.663 0.461 0.2 -0.1 0.0
H 1.813 -2.973 2.080 -0.4 0.1 -0.5
H 0.812 -2.072 0.882 0.1 0.3 -0.2
H -1.765 -0.578 3.984 0.1 0.0 0.2
H -3.160 -1.137 3.045 0.3 -0.1 -0.1
H -3.218 1.039 2.707 -0.1 0.2 0.0
H -2.409 0.457 1.236 -0.1 0.0 -0.3
H 0.930 1.998 3.704 0.2 0.5 -0.2
H 1.710 3.618 3.743 0.0 0.0 0.1
H 1.862 2.591 2.314 -0.1 0.0 -0.2
H 0.715 4.256 0.815 -0.4 0.1 0.3
H 0.585 5.452 2.130 -0.1 -0.1 0.1
H -1.539 5.178 0.320 0.2 -0.1 0.0
H -1.841 5.519 2.010 -0.1 0.1 0.4
H -3.657 4.019 0.471 0.1 0.0 0.1
H -3.954 3.376 2.116 0.0 0.2 -0.1
H -3.516 2.299 0.802 -0.1 -0.1 -0.2
C -2.757 1.921 -3.288 0.2 -0.4 0.0
Si -1.854 0.456 -4.024 -0.2 -0.2 -0.4
C -1.812 0.714 -5.905 0.2 0.3 0.5
C -2.864 -1.132 -3.745 0.6 0.4 -0.5
Si 0.260 0.275 -3.087 -0.1 0.1 0.6
Te 0.033 1.102 -0.758 0.0 -0.1 0.0
Si 1.061 -1.855 -3.460 0.2 -0.8 -0.6
C 2.922 -2.028 -3.165 -0.4 0.6 0.2
C 0.197 -3.146 -2.410 -0.2 0.4 -0.2
C 0.716 -2.289 -5.302 -0.1 0.3 0.4
Si 1.640 1.805 -4.084 0.2 0.9 -0.5
C 3.298 1.951 -3.216 0.2 -0.7 0.0
C 1.917 1.511 -5.940 0.7 -0.1 0.4
C 0.857 3.528 -3.993 -0.3 -0.6 0.2
H -3.731 2.040 -3.730 -0.6 -0.1 -0.2
H -2.233 2.856 -3.422 0.4 0.3 0.0
H -2.850 1.717 -2.230 -0.1 0.2 0.4
H -2.793 0.535 -6.342 -0.1 0.1 -0.1
H -1.087 0.052 -6.361 0.1 -0.2 -0.2
H -1.479 1.743 -6.085 -0.2 -0.1 -0.2
H -3.907 -0.941 -3.974 -0.3 -0.1 0.2
H -2.710 -1.515 -2.749 -0.3 -0.1 0.4
H -2.511 -1.896 -4.443 0.0 0.0 0.0
H 3.193 -1.477 -2.257 0.1 0.0 -0.1
H 3.440 -1.594 -4.016 0.3 0.1 -0.1
H 3.256 -3.048 -3.036 0.0 -0.4 -0.1
H 0.125 -2.769 -1.401 0.2 0.0 0.5
H 0.680 -4.124 -2.432 0.0 0.0 0.0
H -0.836 -3.229 -2.733 -0.2 -0.2 -0.2
H 1.202 -1.566 -5.962 0.0 0.0 0.0
H -0.365 -2.217 -5.491 0.2 -0.1 0.0
H 1.066 -3.293 -5.559 -0.1 0.0 0.0
H 3.868 1.012 -3.263 -0.1 0.1 0.1
H 3.126 2.181 -2.169 0.0 0.0 0.2
H 3.934 2.725 -3.630 0.0 0.3 -0.2
H 2.531 0.600 -6.043 -0.3 0.2 -0.3
H 2.488 2.358 -6.357 -0.2 -0.3 0.1
H 0.978 1.417 -6.478 0.0 -0.1 -0.1
H 0.423 3.660 -3.000 0.1 0.2 0.1
H 0.036 3.583 -4.715 0.1 0.2 -0.1
H 1.609 4.289 -4.185 0.0 0.2 -0.1
```
Positions in Å, forces in eV/Å.

Its maximum force is 1.29 eV/A. Its total charge is -1. The value obtained for the lowest unoccupied orbital energy is 2.56 eV. The calculation puts the energy above the lowest of the compared OMol25 structures with the same formula, charge and spin at 104.13 kJ/mol.

=====

6.
DFT (ωB97M-V/def2-TZVPD) results for one molecule with the formula C5H4O3 at a distorted geometry.

The geometry in XYZ format:
```
12
Properties=species:S:1:pos:R:3:forces:R:3
C 1.380 -1.136 0.016 6.3 -2.9 -0.5
O 2.248 -0.043 0.069 -0.1 1.5 -0.6
C 1.503 1.167 -0.059 -1.9 -0.9 0.2
C 0.202 0.759 -0.140 -1.6 -2.3 0.1
C 0.198 -0.747 -0.185 -6.8 4.3 0.8
O -1.118 -1.212 -0.086 0.8 1.2 -0.9
C -1.959 0.022 0.058 1.1 -2.1 4.2
O -1.208 1.158 -0.069 3.7 1.1 -1.3
H 1.914 -2.139 -0.130 -1.0 1.8 0.7
H 1.893 2.206 -0.065 0.4 -1.5 0.2
H -2.776 -0.037 -0.601 -0.9 0.0 -1.0
H -2.277 0.002 1.193 0.0 -0.2 -2.1
```
Positions in Å, forces in eV/Å.

Its maximum force is 8.07 eV/A. Its total charge is 0. The value obtained for the lowest unoccupied orbital energy is 0.92 eV. The calculation puts the energy above the lowest of the compared OMol25 structures with the same formula, charge and spin at 373.53 kJ/mol.